# 1
{
  "formula": "C13H35NO11S4Si2",
  "method": "ωB97M-V/def2-TZVPD",
  "charge": 0,
  "e_lumo_ev": 0.33,
  "max_force_ev_per_a": 2.68,
  "e_above_lowest_ev": 0.0000,
  "multiplicity": 1,
  "elements": ["C", "C", "O", "C", "Si", "N", "C", "S", "O", "Si", "H", "H", "H", "H", "H", "H", "H", "H", "H", "H", "H", "O", "S", "O", "O", "C", "C", "C", "H", "H", "H", "H", "H", "H", "H", "H", "O", "S", "O", "O", "C", "C", "C", "H", "H", "H", "H", "H", "H", "H", "H", "O", "S", "O", "O", "C", "C", "C", "H", "H", "H", "H", "H", "H", "H", "H"],
  "coordinates": [[-0.631, 1.847, -0.139], [-1.547, 2.121, -1.396], [-1.524, 1.023, -2.320], [-1.244, 3.533, -2.069], [-0.200, 3.433, -3.644], [1.532, 3.149, -3.272], [1.684, 1.959, -3.220], [1.833, 0.386, -3.485], [-0.477, 4.773, -4.643], [0.711, 6.004, -4.470], [0.137, 2.654, -0.106], [-0.129, 0.858, -0.240], [-1.259, 1.889, 0.776], [-2.599, 2.186, -1.012], [-2.360, 1.059, -2.810], [-0.849, 4.230, -1.293], [-2.247, 3.940, -2.373], [-0.665, 2.254, -4.394], [2.035, 5.596, -4.947], [0.832, 6.486, -3.088], [0.266, 7.102, -5.356], [0.276, -0.618, 3.122], [0.491, -2.033, 3.087], [1.569, -2.647, 3.807], [0.551, -2.512, 1.561], [1.473, -1.858, 0.675], [2.891, -2.352, 0.880], [-1.012, -2.855, 3.513], [1.414, -0.773, 0.788], [1.153, -2.094, -0.341], [3.276, -2.047, 1.854], [3.554, -1.948, 0.113], [2.930, -3.441, 0.844], [-1.824, -2.427, 2.929], [-1.187, -2.695, 4.575], [-0.902, -3.918, 3.308], [-6.803, 1.893, -0.748], [-6.146, 2.969, -1.428], [-4.815, 3.372, -1.083], [-7.098, 4.257, -1.408], [-7.596, 4.715, -0.143], [-6.545, 5.491, 0.628], [-6.216, 2.677, -3.168], [-7.979, 3.878, 0.445], [-8.440, 5.370, -0.360], [-5.729, 4.840, 0.944], [-6.981, 5.944, 1.520], [-6.111, 6.276, 0.007], [-7.237, 2.422, -3.441], [-5.548, 1.846, -3.392], [-5.885, 3.573, -3.689], [5.144, -4.634, 1.381], [5.356, -5.205, 2.680], [6.219, -4.590, 3.643], [5.784, -6.742, 2.508], [6.897, -7.046, 1.658], [8.222, -6.764, 2.342], [3.789, -5.495, 3.437], [6.818, -6.504, 0.712], [6.831, -8.110, 1.426], [8.361, -5.694, 2.501], [9.052, -7.126, 1.733], [8.261, -7.245, 3.320], [3.146, -6.010, 2.726], [3.361, -4.527, 3.700], [3.937, -6.094, 4.333]],
  "forces_ev_per_angstrom": [[-0.09, 0.26, -1.07], [-0.66, 0.67, 1.09], [-0.04, 0.32, 0.16], [-0.53, -0.27, 0.24], [-1.63, 0.22, -0.23], [-0.88, 0.58, 0.38], [0.71, -2.11, -1.21], [0.07, 1.32, 0.77], [2.18, 0.01, 1.56], [-1.04, -0.03, -1.03], [-0.38, -0.74, 0.25], [-0.41, 0.67, 0.18], [0.61, -0.14, -0.52], [0.87, 0.07, -0.28], [0.43, -0.10, 0.13], [-0.24, -0.44, -0.60], [0.89, -0.14, 0.05], [0.19, 0.20, -0.22], [0.10, -0.26, 0.02], [-0.11, -0.11, 0.23], [-0.06, -0.02, 0.16], [0.34, -0.07, 0.13], [-0.40, -0.45, -0.57], [-0.01, 0.30, 0.06], [-0.38, 0.00, 0.48], [0.81, 0.32, -0.51], [0.00, -0.02, 0.31], [-0.06, -0.06, -0.05], [-0.16, -0.07, 0.17], [-0.30, -0.10, 0.18], [0.02, 0.02, -0.06], [-0.08, -0.03, -0.03], [0.02, 0.06, -0.12], [0.06, 0.00, 0.00], [0.11, 0.06, -0.03], [0.03, 0.05, 0.00], [0.29, 0.13, 0.22], [-0.44, 0.41, -0.56], [-0.08, -0.26, 0.17], [0.19, -0.41, -0.33], [-0.11, 0.39, 0.83], [0.28, -0.13, 0.00], [-0.05, 0.10, -0.07], [0.09, -0.10, -0.17], [0.05, -0.14, -0.32], [-0.05, 0.02, 0.01], [-0.07, -0.02, -0.07], [-0.10, 0.02, 0.02], [0.03, 0.01, 0.05], [-0.01, 0.01, 0.12], [0.00, -0.02, 0.06], [0.43, 0.03, 0.18], [-0.55, -0.58, 0.30], [0.07, 0.17, -0.37], [-0.38, 0.27, 0.06], [0.78, -0.11, -0.32], [0.03, 0.27, 0.14], [-0.03, -0.06, 0.01], [-0.15, 0.08, 0.11], [-0.30, 0.05, 0.14], [0.00, -0.04, -0.03], [-0.08, -0.05, -0.02], [0.00, -0.06, -0.08], [0.05, 0.02, 0.00], [0.08, 0.03, -0.07], [0.05, 0.03, -0.05]]
}

---

# 2
{
  "formula": "C4H12N3O",
  "method": "ωB97M-V/def2-TZVPD",
  "charge": 0,
  "e_lumo_ev": [0.22, 0.18],
  "max_force_ev_per_a": 2.13,
  "e_above_lowest_ev": 1.7027,
  "multiplicity": 2,
  "elements": ["O", "C", "C", "N", "H", "H", "H", "H", "H", "H", "C", "N", "C", "N", "H", "H", "H", "H", "H", "H"],
  "coordinates": [[1.939, 3.170, 1.173], [0.932, 2.898, 1.900], [-0.034, 1.806, 1.474], [0.274, 1.576, 0.036], [0.788, 3.317, 2.908], [0.192, 0.849, 1.998], [-1.087, 2.024, 1.627], [0.061, 0.520, -0.246], [-0.301, 2.188, -0.547], [1.250, 1.852, -0.124], [-0.355, -1.923, 0.377], [-0.452, -2.656, -2.340], [-0.147, -1.398, -1.902], [-0.133, -0.975, -0.704], [-1.321, -2.451, 0.301], [-0.381, -1.427, 1.341], [0.388, -2.722, 0.328], [-0.858, -2.688, -3.259], [-0.841, -3.281, -1.659], [0.087, -0.680, -2.683]],
  "forces_ev_per_angstrom": [[0.97, -0.41, -0.75], [-1.61, 0.63, 0.81], [1.29, 0.17, 0.52], [-1.51, -1.35, -0.67], [0.06, -0.15, -0.22], [-0.11, -0.13, -0.30], [-0.07, 0.04, -0.05], [0.60, 1.32, -0.02], [0.21, 0.04, 0.17], [0.38, 0.40, 0.53], [-0.68, -0.66, -0.46], [0.23, 0.49, 0.05], [-0.44, 0.23, -0.10], [0.16, -0.51, 0.40], [-0.01, 0.24, -0.16], [0.38, 0.09, 0.02], [0.26, 0.14, 0.37], [0.12, -0.27, -0.06], [-0.17, -0.25, 0.02], [-0.05, -0.06, -0.11]]
}